C6H16BrF6FeN9O8S2 | wB97M-V/def2-TZVPD

largest force on an atom: 3.26 eV/A
expectation value of S²: 8.757
energy: -6566.2773 a.u.
net charge: +1
2S+1: 6

Positions of all 49 atoms, in Å:
Fe1 -0.3348 -0.4014 1.2736
C1 -0.2262 3.0928 -1.6631
F1 -1.4983 3.2465 -1.3233
F2 0.1271 3.8929 -2.6219
F3 0.4916 3.4831 -0.5132
S1 0.1625 1.2508 -1.8855
O1 1.5953 1.2135 -2.0820
O2 -0.1957 0.8253 -0.5384
N1 -0.9076 0.6472 -2.8737
S2 -0.6363 0.0245 -4.2924
O3 0.6701 0.2245 -4.8130
O4 -1.2322 -1.2977 -4.2672
C2 -1.8167 1.1022 -5.2010
F4 -1.5495 0.9942 -6.4640
F5 -3.0870 0.7397 -4.9881
F6 -1.7126 2.4124 -4.9527
Br1 -2.6666 0.2786 1.4143
C3 0.5316 2.3715 2.3585
O5 0.5876 1.1457 2.2314
N2 -0.6095 3.0896 2.3988
N3 1.6879 3.0246 2.6173
H1 -0.6232 4.0664 2.3466
H2 -1.5297 2.6529 2.2753
H3 2.4218 2.3835 2.8170
H4 1.7482 3.9500 2.9045
C4 -1.4381 -1.9406 -1.0404
O6 -0.8841 -1.9011 0.1390
N4 -0.8099 -2.7568 -1.8571
N5 -2.6133 -1.4316 -1.3605
H5 -1.1048 -2.8993 -2.8552
H6 0.1763 -2.9334 -1.7051
H7 -3.0280 -1.6032 -2.2084
H8 -2.9779 -0.6097 -0.8669
C5 -0.5441 -2.3492 3.4850
O7 -0.4603 -1.2206 2.9974
N6 -1.0215 -2.4712 4.7685
N7 -0.2049 -3.4727 2.8074
H9 -1.6435 -1.7527 5.1342
H10 -1.0071 -3.3284 5.2279
H11 0.4995 -3.4196 2.1213
H12 -0.4271 -4.3815 3.1375
C6 2.8055 -0.9198 1.0024
O8 1.6809 -1.4407 1.0305
N8 3.7891 -1.4049 1.8186
N9 3.0981 0.1018 0.2092
H13 4.7175 -1.1278 1.6866
H14 3.6468 -2.2248 2.3331
H15 2.3432 0.5800 -0.2733
H16 4.0102 0.4947 0.1105

Forces on atoms 1 to 2 (eV/Å):
-0.2 0.3 -1.2
0.5 -0.1 2.3